Below is a structure of composition C42H33AsClCsF6O11P3S2 in a non-equilibrium geometry, with properties calculated with wB97M-V/def2-TZVPD.

Output
* 2S+1: 2
* HOMO-LUMO gap (alpha / beta): 7.61 / 6.57 eV
* electronic energy: -7583.67104 Ha
* ΔE to the lowest compared entry with this formula, charge and spin: 68.3 kcal per mole
* charge: -2
* LUMO energy (alpha / beta): 3.665 / 2.625 eV

The geometry in XYZ format:
```
100
Properties=species:S:1:pos:R:3:lowdin_spin:R:1
Cs 1.742 -0.176 -0.912 0.01
O -2.895 -0.569 0.874 0.00
S -2.623 0.677 0.120 0.00
C -3.717 1.899 1.003 0.00
C -4.887 2.449 0.503 0.00
C -5.786 3.063 1.365 0.00
C -5.512 3.130 2.721 0.00
C -4.297 2.674 3.208 0.00
C -3.368 2.090 2.354 0.00
P -1.585 1.792 2.800 0.00
C -1.651 1.546 4.613 0.00
C -2.583 0.674 5.179 0.00
C -2.543 0.385 6.535 0.00
C -1.558 0.943 7.338 0.00
C -0.596 1.768 6.772 0.00
C -0.634 2.061 5.418 0.00
C -1.201 3.601 2.686 0.00
C -0.569 4.015 1.519 0.00
C -0.323 5.361 1.284 0.00
C -0.716 6.305 2.217 0.00
C -1.339 5.899 3.392 0.00
C -1.580 4.555 3.628 0.00
C -3.617 0.508 -1.399 0.00
C -4.882 -0.059 -1.292 0.00
C -5.688 -0.148 -2.409 0.00
C -5.229 0.345 -3.627 0.00
C -3.948 0.856 -3.737 0.00
C -3.097 0.918 -2.630 0.00
P -1.266 1.353 -2.698 0.00
C -1.503 3.124 -3.126 0.00
C -2.320 3.871 -2.276 0.00
C -2.435 5.243 -2.426 0.00
C -1.739 5.892 -3.434 0.00
C -0.916 5.162 -4.278 0.00
C -0.790 3.792 -4.120 0.00
C -0.939 0.555 -4.331 0.00
C -1.217 1.077 -5.593 0.00
C -0.985 0.327 -6.736 0.00
C -0.480 -0.961 -6.638 0.00
C -0.199 -1.492 -5.389 0.00
C -0.424 -0.738 -4.247 0.00
H -5.128 2.382 -0.548 0.00
H -6.713 3.463 0.974 0.00
H -6.233 3.571 3.399 0.00
H -4.057 2.794 4.256 0.00
H -3.337 0.219 4.547 0.00
H -3.273 -0.291 6.964 0.00
H -1.532 0.721 8.398 0.00
H 0.201 2.172 7.384 0.00
H 0.137 2.683 4.976 0.00
H -0.246 3.282 0.799 0.00
H 0.195 5.649 0.376 0.00
H -0.535 7.359 2.041 0.00
H -1.633 6.635 4.132 0.00
H -2.059 4.254 4.552 0.00
H -5.213 -0.422 -0.326 0.00
H -6.676 -0.586 -2.335 0.00
H -5.867 0.305 -4.502 0.00
H -3.598 1.191 -4.702 0.00
H -2.847 3.372 -1.470 0.00
H -3.051 5.810 -1.738 0.00
H -1.820 6.966 -3.549 0.00
H -0.336 5.667 -5.042 0.00
H -0.095 3.242 -4.737 0.00
H -1.614 2.079 -5.693 0.00
H -1.207 0.749 -7.710 0.00
H -0.306 -1.545 -7.534 0.00
H 0.197 -2.496 -5.299 0.00
H -0.206 -1.162 -3.273 0.00
O 2.613 -1.041 1.285 0.15
As 4.317 -0.895 0.936 0.32
O 4.831 -2.673 0.767 0.12
O 4.646 -0.142 -0.445 0.33
C 4.093 -3.702 1.230 0.00
C 4.663 -4.518 2.219 0.01
C 3.989 -5.617 2.712 0.00
C 2.718 -5.929 2.241 0.01
C 2.156 -5.141 1.253 0.00
C 2.828 -4.039 0.740 0.01
S 2.026 -3.245 -0.664 0.00
O 1.768 -4.364 -1.556 0.00
O 2.947 -2.265 -1.224 0.00
O 0.817 -2.617 -0.154 0.00
H 2.355 -0.167 1.628 0.00
H 5.650 -4.254 2.578 0.00
H 4.454 -6.226 3.478 0.00
H 2.187 -6.783 2.641 0.00
H 1.177 -5.354 0.843 0.00
F 2.027 1.625 2.567 0.00
P 3.304 1.940 3.536 0.00
F 4.577 2.228 4.493 0.00
F 3.146 3.507 3.232 0.00
F 3.456 0.342 3.825 0.01
F 2.298 2.062 4.803 0.00
F 4.289 1.779 2.256 0.01
O 2.969 2.437 -1.382 0.00
Cl 1.600 2.599 -1.678 0.00
O 1.283 3.987 -1.804 0.00
O 1.308 1.906 -2.917 0.00
O 0.775 2.014 -0.661 0.00
```

***

Below is a structure of composition CH2Cl3OPS2 in a non-equilibrium geometry, with properties calculated with wB97M-V/def2-TZVPD.

Output
* HOMO-LUMO gap: 9.53 eV
* electronic energy: -2632.83569 Ha
* ΔE to the lowest compared entry with this formula, charge and spin: 38.8 kcal per mole
* charge: 0
* LUMO energy: -0.539 eV

The geometry in XYZ format:
```
10
Properties=species:S:1:pos:R:3:nbo_charge:R:1
C -3.545 2.568 -1.527 -0.51
O -2.138 3.486 -3.665 -0.99
P -2.920 2.375 -3.287 1.68
S -3.535 0.827 -4.245 -0.40
S 0.218 -0.760 -0.062 -0.28
Cl -5.037 1.686 -1.150 0.07
Cl -3.606 4.251 -0.965 0.08
Cl -2.159 1.661 -0.882 0.06
H 1.027 0.297 -0.377 0.15
H -0.142 0.208 0.815 0.14
```

***

Below is a cluster of 2 separate species, C3H7N2S in total in a non-equilibrium geometry, with properties calculated with wB97M-V/def2-TZVPD.

Output
* HOMO-LUMO gap: 10.49 eV
* electronic energy: -625.87601 Ha
* ΔE to the lowest compared entry with this formula, charge and spin: 60.4 kcal per mole
* charge: +1
* LUMO energy: -3.194 eV

The geometry in XYZ format:
```
13
Properties=species:S:1:pos:R:3:nbo_charge:R:1
C -2.709 -0.286 0.142 0.30
C 1.918 0.913 0.085 -0.20
C 1.442 -0.234 -0.802 -0.25
N -3.371 -1.157 0.514 -0.56
N 0.727 0.141 0.407 -0.58
S -2.027 1.135 -0.224 -0.09
H 2.763 0.783 0.685 0.25
H 1.691 1.877 -0.305 0.24
H 2.201 -1.108 -1.018 0.28
H 0.796 0.099 -1.640 0.24
H -3.910 -1.979 0.611 0.47
H 0.734 -0.453 1.360 0.45
H -0.256 0.270 0.183 0.44
```

***

Below is the molecule C4H5N3S in a non-equilibrium geometry, with properties calculated with wB97M-V/def2-TZVPD.

Output
* HOMO-LUMO gap: 8.66 eV
* electronic energy: -717.80854 Ha
* structure (SMILES): Nc1cnc(S)cn1
* ΔE to the lowest compared entry with this formula, charge and spin: 53.4 kcal per mole
* charge: 0
* LUMO energy: 0.287 eV

The geometry in XYZ format:
```
13
Properties=species:S:1:pos:R:3:nbo_charge:R:1
C -0.207 -0.749 0.840 0.32
C 1.084 -0.818 0.232 -0.08
C 0.378 0.824 -1.226 -0.04
C -0.792 0.836 -0.587 0.01
H -1.226 -1.310 2.529 0.38
H 0.304 -1.860 2.509 0.38
H 2.160 -1.401 0.244 0.26
H -0.488 2.473 -2.824 0.14
H -1.497 1.723 -0.710 0.19
N -0.540 -1.611 1.928 -0.80
N 1.383 0.228 -0.637 -0.38
N -1.031 0.219 0.531 -0.42
S 0.470 1.446 -2.829 0.05
```

***

- What is the ΔE to the lowest compared entry with this formula, charge and spin in the third record?
  60.4 kcal per mole

***

- Which of these has the lowest charge?
  C42H33AsClCsF6O11P3S2

***

Copy entry 4 word for word.
Below is the molecule C4H5N3S in a non-equilibrium geometry, with properties calculated with wB97M-V/def2-TZVPD.

Output
* HOMO-LUMO gap: 8.66 eV
* electronic energy: -717.80854 Ha
* structure (SMILES): Nc1cnc(S)cn1
* ΔE to the lowest compared entry with this formula, charge and spin: 53.4 kcal per mole
* charge: 0
* LUMO energy: 0.287 eV

The geometry in XYZ format:
```
13
Properties=species:S:1:pos:R:3:nbo_charge:R:1
C -0.207 -0.749 0.840 0.32
C 1.084 -0.818 0.232 -0.08
C 0.378 0.824 -1.226 -0.04
C -0.792 0.836 -0.587 0.01
H -1.226 -1.310 2.529 0.38
H 0.304 -1.860 2.509 0.38
H 2.160 -1.401 0.244 0.26
H -0.488 2.473 -2.824 0.14
H -1.497 1.723 -0.710 0.19
N -0.540 -1.611 1.928 -0.80
N 1.383 0.228 -0.637 -0.38
N -1.031 0.219 0.531 -0.42
S 0.470 1.446 -2.829 0.05
```

***

- Among the records above, which one has the highest ΔE to the lowest compared entry with this formula, charge and spin?
  C42H33AsClCsF6O11P3S2